(1)
An isolated molecule of C20H24N2O3S. Source: the Open Molecules 2025 dataset; level of theory: the ωB97M-V functional and the def2-TZVPD basis.

The geometry in XYZ format:
```
50
Properties=species:S:1:pos:R:3:forces:R:3
C 0.885344 -2.411412 -5.623983 0.13 -0.19 0.01
O 0.052840 -1.274623 -5.612314 -0.17 0.24 0.04
C -0.292860 -0.739423 -4.411770 -0.22 0.27 0.20
C -1.078169 0.413153 -4.458383 0.08 -0.10 -0.17
C -1.476666 1.020404 -3.285248 0.02 -0.09 -0.08
C -1.095130 0.504975 -2.060406 0.11 -0.10 0.19
C -0.305045 -0.641369 -2.009434 -0.15 0.22 -0.50
N 0.021368 -1.132011 -0.741479 -0.16 -0.05 0.84
C 1.133500 -1.793375 -0.315975 0.02 -0.06 -0.17
S 2.309569 -2.404565 -1.313396 0.54 -0.18 -0.43
N 1.258502 -1.947281 1.018763 -0.23 0.09 0.08
C 2.339253 -2.729012 1.589309 0.40 -0.38 0.13
C 1.882975 -3.000858 3.017045 -0.07 0.17 -0.07
C 1.088368 -1.743808 3.352663 -0.02 -0.23 -0.04
C 0.358682 -1.421106 2.039521 -0.25 0.14 0.21
C 0.092616 0.057989 1.889443 0.07 0.21 0.11
C 1.113046 0.928380 1.553137 -0.20 -0.22 0.08
C 0.858725 2.282504 1.393429 -0.11 0.21 0.01
C -0.416007 2.789545 1.578658 -0.23 0.01 0.05
O -0.773479 4.091579 1.437157 -0.21 -0.35 0.11
C 0.210593 5.016660 1.044926 0.19 0.16 -0.08
C -1.462289 1.909325 1.943964 -0.01 0.30 -0.06
O -2.680462 2.487740 2.111664 0.42 0.14 -0.10
C -3.768649 1.672388 2.467394 -0.19 -0.17 0.06
C -1.194385 0.560273 2.089593 -0.02 0.01 0.00
C 0.079256 -1.274814 -3.184839 0.07 -0.22 -0.30
H 0.391164 -3.274595 -5.167110 0.03 0.03 0.00
H 1.080361 -2.622205 -6.674381 0.01 -0.02 0.08
H 1.831106 -2.222444 -5.107884 -0.04 -0.01 0.01
H -1.361134 0.808367 -5.420489 -0.03 0.06 -0.13
H -2.086621 1.910607 -3.322596 -0.05 0.07 -0.01
H -1.397199 0.991617 -1.142905 -0.01 0.06 0.12
H -0.497076 -0.663705 -0.007886 0.04 -0.08 -0.20
H 2.492734 -3.636417 1.001280 0.05 0.15 0.10
H 3.272130 -2.153091 1.566467 -0.02 -0.10 -0.03
H 2.718369 -3.164103 3.693663 0.02 -0.06 0.01
H 1.233054 -3.876352 3.043525 0.01 -0.05 0.01
H 0.392892 -1.881213 4.178043 -0.04 0.09 0.03
H 1.764841 -0.924383 3.599238 -0.02 0.04 -0.01
H -0.594908 -1.971734 2.002507 0.05 0.12 0.01
H 2.111744 0.554130 1.389325 0.14 -0.07 -0.07
H 1.670961 2.934249 1.116542 0.05 0.12 -0.04
H 1.017068 5.084640 1.782538 -0.03 -0.02 -0.04
H 0.632372 4.764959 0.066373 -0.01 0.00 0.05
H -0.299544 5.976272 0.981112 0.08 -0.05 -0.01
H -4.621232 2.343793 2.552820 0.03 -0.09 0.01
H -3.603344 1.174633 3.428882 0.00 0.01 -0.05
H -3.978708 0.920175 1.699204 0.03 0.02 0.04
H -1.983601 -0.126000 2.356894 -0.13 -0.05 0.01
H 0.673074 -2.168456 -3.124598 -0.02 -0.01 -0.03
```
Positions in Å, forces in eV/Å.

Properties
**Kohn-Sham gap**: 0.30788 hartree
**Total charge**: 0
**Relative energy (zero: lowest compared OMol25 entry of this formula, charge and spin)**: 255.6 kJ/mol



(2)
A structure of composition C20H24N2O3S. Source: the Open Molecules 2025 dataset; level of theory: the ωB97M-V functional and the def2-TZVPD basis.

The geometry in XYZ format:
```
50
Properties=species:S:1:pos:R:3:forces:R:3
C 4.084665 1.137840 -2.316012 3.39 0.64 -8.41
H 3.857302 0.277188 -2.995920 0.27 0.47 -0.19
H 5.268225 1.333603 -2.545172 -2.75 -0.62 1.21
H 3.604048 2.003007 -2.802229 -0.11 -0.28 0.76
C 3.715840 0.755198 -1.077003 -4.14 8.13 10.37
N 2.197976 0.757292 -0.697338 10.01 12.20 6.38
C 1.474394 1.503179 0.269309 5.14 3.82 -5.81
O 2.057467 2.526385 0.645117 -1.30 -1.18 1.89
C 0.026651 1.313019 0.085227 0.53 -2.25 1.11
C -0.724176 2.509266 0.354475 -3.99 5.52 -1.69
C -2.164746 2.413891 1.044363 7.48 -9.25 -0.17
N -2.602798 0.938184 0.672633 1.32 -4.28 0.72
S -2.994414 0.317561 -0.896177 -8.49 14.96 6.82
O -3.432056 1.809004 -1.353519 0.85 -5.60 -0.14
O -2.079620 -0.333343 -1.627600 5.22 -5.29 -4.30
C -4.517586 -0.539934 -0.276716 5.84 -5.11 -4.40
C -4.392270 -2.030570 -0.583862 -1.36 5.54 1.86
C -5.575855 -2.681804 -0.223876 5.64 2.69 -1.93
C -6.545320 -1.910759 0.190318 -9.76 -1.83 5.89
C -6.688530 -0.602739 0.599605 2.65 -0.38 -3.17
C -5.596586 0.106359 0.062619 -3.03 5.83 4.89
H -5.643416 1.272780 0.463451 0.81 -2.84 -2.01
H -7.535238 -0.064767 0.969511 -0.42 -0.44 0.32
H -7.578638 -2.560198 0.684388 2.83 1.48 -2.00
H -5.540014 -3.522083 -0.726968 -1.36 -5.15 -1.18
H -3.467294 -2.285545 -1.094090 -0.42 -0.77 0.21
C -1.590254 -0.324760 1.346756 2.59 14.51 2.14
C -0.110180 0.516442 1.344131 -2.82 -8.18 1.92
H 0.453776 -0.533580 1.447655 0.05 2.35 -0.91
H 0.090387 0.868280 2.366039 -0.28 1.07 -0.81
H -1.671951 -0.925440 0.681822 -0.45 -8.11 -7.46
H -1.978348 -0.405766 2.234514 -1.90 -1.29 4.81
H -2.867750 2.888130 0.650174 -5.70 4.98 -2.82
H -2.081520 2.213358 2.088526 -0.21 0.94 0.88
H -0.237010 3.194626 0.985650 1.48 0.54 0.90
H -0.898046 3.213978 -0.573424 0.39 -1.72 1.28
H -0.203475 0.771638 -0.900381 0.25 0.65 1.83
H 1.761890 0.155532 -1.004872 -9.72 -14.07 -7.30
C 4.357635 -0.254228 -0.357595 -0.02 -3.69 0.43
C 3.889578 -1.440292 -0.704343 1.77 -8.00 -1.47
C 4.718789 -2.768402 -0.137548 -6.50 1.74 -4.29
C 5.514692 -2.486293 0.873121 1.59 -14.12 -1.81
C 5.931270 -1.340590 1.093580 8.32 6.12 6.66
C 5.342424 -0.316867 0.590678 -0.15 10.41 -0.32
H 5.577084 0.868086 0.833961 0.34 -3.14 -0.07
H 6.975106 -1.251888 1.779853 -3.20 0.23 -1.70
H 6.231564 -3.544887 1.066943 -1.99 3.25 0.34
H 4.471746 -3.819672 -0.598140 0.52 2.32 1.22
H 3.244336 -1.595716 -1.633417 0.64 0.08 1.57
H 3.870246 1.876283 -0.298209 0.12 -2.89 -2.01
```
Positions in Å, forces in eV/Å.

Properties
**Kohn-Sham gap**: 0.32790 hartree
**Total charge**: 0
**Relative energy (zero: lowest compared OMol25 entry of this formula, charge and spin)**: 2090.6 kJ/mol



(3)
A structure of composition C20H24N2O6S. Source: the Open Molecules 2025 dataset; level of theory: the ωB97M-V functional and the def2-TZVPD basis.

The geometry in XYZ format:
```
53
Properties=species:S:1:pos:R:3:forces:R:3
C 2.597452 -2.917139 -3.131882 -12.42 -5.25 9.41
C 2.302270 -2.011173 -1.818734 0.35 0.03 -4.80
H 3.213656 -1.926733 -1.284984 0.67 1.15 0.45
H 1.583656 -2.437179 -1.207498 -1.55 -0.40 1.03
O 1.652078 -0.580460 -2.400738 3.03 -10.28 -4.97
C 1.607424 0.199402 -1.504775 -2.36 5.43 5.69
O 1.926610 -0.011807 -0.356120 0.79 0.14 1.13
C 0.897791 1.388730 -2.001407 0.34 3.76 -1.65
C 1.045156 1.665108 -3.391472 2.40 -3.77 1.96
C 0.658914 2.919231 -3.817083 5.89 -9.18 -11.00
C 0.064647 3.590427 -3.059075 -8.15 16.12 5.12
C -0.171821 3.442648 -1.768050 -4.60 10.15 4.55
C 0.311313 2.532698 -1.114192 6.26 -15.46 4.53
N 0.286080 1.951994 0.257954 -6.86 8.46 -3.03
C -0.840157 2.522206 1.037267 12.93 -13.77 3.42
O -1.330629 3.435378 0.766124 -9.19 13.51 -3.73
C -0.768779 1.873663 2.401731 -6.14 -5.22 -2.66
N -0.208560 0.421034 2.315589 -1.61 0.85 1.59
C -0.839728 -0.642997 1.502161 5.33 -0.59 -0.04
C -0.052701 -1.868000 1.277259 -4.05 1.08 0.14
C -0.619454 -2.664229 0.237316 8.79 -3.68 6.92
C -1.333031 -2.432094 -0.766716 -4.88 14.20 5.76
C -2.068364 -1.203561 -0.530814 1.25 2.65 0.47
C -1.591411 -0.291835 0.443233 -7.53 1.49 -1.45
H -2.534310 0.578163 0.536159 3.40 -1.81 -0.01
H -2.897866 -0.784819 -1.139688 0.78 -0.77 0.15
O -1.709612 -3.049560 -1.643184 -2.05 -14.09 -11.33
C -2.514698 -3.003539 -2.744030 2.80 14.11 4.33
C -1.571413 -1.872099 -3.765863 -13.21 2.16 5.43
H -2.216073 -1.617982 -4.531000 -1.28 0.57 -1.88
H -1.505710 -1.076742 -3.156574 1.14 2.77 1.95
H -0.883735 -2.322412 -4.057926 11.43 -6.87 -4.25
H -3.416396 -2.454389 -2.464068 -0.22 -0.28 -0.29
H -2.664110 -3.659960 -3.341175 -1.22 -9.58 -5.85
H -0.058029 -3.583383 0.176439 0.08 -0.86 0.05
H 0.629378 -2.286902 2.034867 -0.15 0.49 -0.78
S 0.146346 -0.148549 3.836155 13.88 -0.31 -1.07
O 0.816975 0.958185 4.639247 -4.32 -1.66 -1.19
O 1.425869 -1.103667 3.610100 -4.98 2.06 0.22
C -0.974402 -1.230298 4.437304 -1.29 5.96 6.58
H -1.703724 -0.321446 4.819789 0.45 -2.85 -0.57
H -0.475946 -1.634116 5.345121 -0.52 -0.07 -0.82
H -1.322411 -1.818237 3.737670 -1.95 -3.13 -3.35
H -0.230527 2.391130 3.084015 1.31 1.61 2.25
H -1.966204 1.677807 2.551006 2.67 1.06 0.76
H 0.779286 1.299433 0.685019 3.41 -3.84 1.07
H -0.494495 4.358351 -0.930655 0.32 -2.22 -3.42
H -0.259784 4.877088 -3.281856 0.78 -4.05 -0.32
H 0.655435 2.998860 -4.882615 0.49 0.99 -0.57
H 1.665943 0.879363 -4.096072 -1.97 2.26 1.85
H 2.889274 -3.903136 -2.854099 0.79 -0.48 0.32
H 1.507962 -3.133278 -3.658475 2.59 0.67 1.19
H 3.072886 -2.474686 -3.714022 8.16 6.75 -9.29
```
Positions in Å, forces in eV/Å.

Properties
**Kohn-Sham gap**: 0.31704 hartree
**Total charge**: 0
**Relative energy (zero: lowest compared OMol25 entry of this formula, charge and spin)**: 2235.2 kJ/mol



(4)
An isolated molecule of C20H24N4O. Source: the Open Molecules 2025 dataset; level of theory: the ωB97M-V functional and the def2-TZVPD basis.

The geometry in XYZ format:
```
49
Properties=species:S:1:pos:R:3:forces:R:3
C 6.002778 1.438526 1.230247 -0.03 -0.04 -0.02
C 4.791248 0.666973 0.805974 -0.11 0.02 -0.01
C 3.531306 1.247709 0.864442 0.13 -0.05 -0.03
C 2.398003 0.559917 0.476943 0.00 -0.14 -0.07
C 2.508985 -0.748393 0.012382 0.33 0.22 0.13
C 1.330095 -1.482070 -0.411981 -0.58 -0.04 -0.26
N 1.220818 -2.829205 -0.298545 0.10 0.37 0.04
N 0.066850 -3.297297 -0.763185 -0.33 -0.77 -0.08
C -0.587497 -2.240456 -1.204164 0.35 0.03 0.15
C 0.148113 -1.060682 -1.012898 0.32 -0.02 0.04
C -0.275310 0.318320 -1.389478 0.00 0.01 0.14
N -0.715924 1.045141 -0.203653 -0.10 -0.19 0.17
C -1.163641 2.397874 -0.449486 -0.23 0.17 -0.13
C -2.472189 2.556284 -1.245709 0.05 -0.34 0.40
C -3.691193 2.012314 -0.505679 -0.02 0.54 -0.24
O -3.577800 0.603517 -0.425236 0.09 -0.27 -0.05
C -4.571867 -0.105212 0.166788 -0.21 -0.38 0.16
C -4.383300 -1.486486 0.265934 -0.05 0.29 -0.02
C -5.369403 -2.255720 0.848683 0.06 0.16 -0.05
C -6.513248 -1.622594 1.317867 -0.04 -0.23 0.06
N -6.694020 -0.318338 1.236633 -0.40 -0.03 0.20
C -5.754165 0.425729 0.680199 0.42 0.39 -0.26
C 3.772133 -1.335930 -0.044013 -0.11 0.13 0.02
C 4.909785 -0.648050 0.344099 -0.05 -0.03 0.04
C 6.252569 -1.308615 0.263496 -0.04 0.04 0.00
H 5.727039 2.437351 1.558761 0.03 0.06 0.02
H 6.709957 1.527910 0.405812 0.11 0.05 -0.01
H 6.513799 0.933068 2.049415 0.11 0.02 0.06
H 3.436013 2.262338 1.225228 0.00 0.10 0.05
H 1.422343 1.015335 0.546324 -0.13 0.03 0.02
H 1.885630 -3.458852 0.121595 -0.13 0.07 -0.04
H -1.553489 -2.350177 -1.657179 -0.22 -0.06 -0.11
H 0.571322 0.868660 -1.816833 -0.08 -0.01 -0.06
H -1.061714 0.237770 -2.156821 0.14 0.05 0.00
H -1.457469 0.516326 0.245946 0.17 0.04 -0.04
H -0.362957 2.917975 -0.985658 -0.02 0.06 0.10
H -1.286025 2.879493 0.526772 0.03 0.11 -0.09
H -2.637911 3.616491 -1.441839 -0.05 0.03 -0.05
H -2.386509 2.042019 -2.203695 -0.07 0.07 -0.10
H -3.745216 2.442230 0.504631 -0.05 -0.05 -0.06
H -4.605420 2.282857 -1.051741 0.05 -0.06 0.13
H -3.470141 -1.921493 -0.110945 0.10 -0.05 -0.04
H -5.251751 -3.324346 0.938220 0.00 -0.09 0.02
H -7.317072 -2.178624 1.780235 -0.02 -0.14 0.03
H -5.969054 1.485068 0.650941 0.13 0.11 -0.08
H 3.875851 -2.344167 -0.422541 0.04 -0.09 -0.07
H 6.163227 -2.322163 -0.119525 0.04 -0.05 -0.02
H 6.719632 -1.349969 1.247163 0.11 -0.03 0.04
H 6.916801 -0.748372 -0.393909 0.12 -0.01 -0.03
```
Positions in Å, forces in eV/Å.

Properties
**Kohn-Sham gap**: 0.33003 hartree
**Total charge**: 0
**Relative energy (zero: lowest compared OMol25 entry of this formula, charge and spin)**: 206.0 kJ/mol



| no. | HOMO energy (eV) |
| --- | --- |
| 1 | -7.78 |
| 2 | -8.69 |
| 3 | -8.17 |
| 4 | -8.16 |